#P
21
Properties=species:S:1:pos:R:3:nbo_charge:R:1 method="wB97M-V/def2-TZVPD" e_homo_ev=-13.8483 smiles=CCN(CC)[NH2+]N gap_ev=9.247 charge=+1
C 0.89 -2.09 -0.31 -0.65
C 0.20 -1.23 0.84 -0.28
N -0.27 0.11 0.58 -0.15
C -1.19 0.25 -0.39 -0.30
C -2.54 0.91 -0.05 -0.62
N 1.21 1.07 0.47 -0.36
N 2.24 1.55 -0.49 -0.62
H 1.73 -2.72 0.07 0.25
H 0.18 -2.70 -0.89 0.24
H 1.12 -1.32 -1.05 0.20
H 0.70 -1.13 1.83 0.21
H -0.66 -1.86 1.05 0.26
H -0.74 0.86 -1.28 0.23
H -1.58 -0.67 -0.68 0.22
H -3.13 0.48 0.80 0.23
H -2.48 1.96 0.23 0.21
H -3.28 0.85 -0.87 0.24
H 0.89 2.05 0.93 0.45
H 1.82 0.61 1.22 0.44
H 2.02 2.16 -1.25 0.40
H 2.90 0.88 -0.75 0.39

***

#Q
21
Properties=species:S:1:pos:R:3:nbo_charge:R:1 method="wB97M-V/def2-TZVPD" e_homo_ev=-12.4523 smiles=NCCNCC[NH3+] gap_ev=9.226 charge=+1
N -0.26 -1.72 1.97 -0.85
C 0.98 -1.68 1.21 -0.25
C 1.31 -0.29 0.72 -0.23
N 0.66 0.15 -0.52 -0.67
C -0.78 -0.05 -0.60 -0.26
C -1.39 1.04 -1.51 -0.22
N -0.53 2.28 -1.33 -0.69
H -0.59 -2.66 2.10 0.38
H -0.13 -1.27 2.87 0.36
H 1.80 -2.19 1.73 0.20
H 0.86 -2.29 0.31 0.19
H 2.39 -0.16 0.61 0.22
H 1.09 0.47 1.48 0.19
H 1.08 -0.33 -1.30 0.37
H -1.06 -1.03 -0.99 0.22
H -1.21 0.02 0.40 0.24
H -1.22 0.73 -2.53 0.22
H -2.39 1.34 -1.22 0.24
H 0.44 1.91 -1.32 0.47
H -0.62 2.68 -0.38 0.43
H -0.75 2.96 -2.04 0.44

***

Most stable structure - #Q; separation to the second - 4.734 eV.